No. 1
Formula: C3H5N
Source: the OMol25 dataset
Level of theory: ωB97M-V/def2-TZVPD

The structure (SMILES) is C#N.C=C. As for the total charge: 0. The value obtained for the lowest unoccupied orbital energy is 0.0361 Ha. The energy above the lowest of the compared OMol25 structures with the same formula, charge and spin comes out at 168.3 kJ/mol. The calculation puts the total energy at -4680.1134 eV.

Last column: natural (NBO) charge in e.
CARTESIAN COORDINATES (ANGSTROEM)
1 C -1.345206 -1.733915 0.538232  0.075
2 C 1.052413 0.871356 -0.843638  -0.392
3 C 0.290317 0.876608 0.267413  -0.383
4 N -1.769195 -1.623666 1.577893  -0.315
5 H -0.855677 -1.999587 -0.392268  0.239
6 H 1.727078 0.148953 -1.210529  0.195
7 H 0.783993 1.596765 -1.574403  0.184
8 H -0.400332 1.668226 0.546631  0.204
9 H 0.516610 0.195259 1.090670  0.193

Atoms 1-6, force components in eV/Å:
C 1.341 -0.970 -2.467
C -2.489 0.790 0.854
C 1.925 -0.328 0.200
N -1.016 0.436 2.034
H -0.428 0.434 0.446
H 0.841 -0.898 0.371

***

No. 2
Formula: C5H6Cl2O4SScSm
Source: the OMol25 dataset
Level of theory: ωB97M-V/def2-TZVPD

As for the expectation value of S²: 8.76. As for the total charge: +4. Its spin multiplicity is 6. The value obtained for the lowest unoccupied orbital energy (alpha / beta) is -0.6923 / -0.6164 Ha. The energy above the lowest of the compared OMol25 structures with the same formula, charge and spin comes out at 137.0 kJ/mol. The calculation puts the total energy at -87910.4404 eV.

Last column: natural (NBO) charge in e.
CARTESIAN COORDINATES (ANGSTROEM)
1 Sm 2.556437 2.031479 1.051386  2.033
2 Sc -0.093357 0.027418 0.474178  1.421
3 Cl 0.029075 2.500888 1.450006  -0.384
4 Cl 2.192808 -0.739090 0.674854  -0.319
5 C -0.145290 -1.542020 -1.261475  0.446
6 C 2.184504 4.232146 0.171738  0.361
7 C 4.306564 2.039318 -0.658643  0.363
8 O 0.102031 -2.416030 -2.007924  -0.196
9 O 2.004381 5.356066 -0.052991  -0.163
10 O 5.272664 2.025910 -1.305203  -0.155
11 C -3.206297 -1.438451 2.957060  -0.689
12 S -2.131544 -1.015071 1.527246  1.100
13 C -2.876057 0.608674 1.100305  -0.779
14 O -0.709506 -0.558124 2.223857  -0.840
15 H -4.146174 -1.715630 2.443418  0.304
16 H -3.371623 -0.585724 3.633685  0.307
17 H -2.803732 -2.318589 3.474226  0.326
18 H -2.963108 1.299338 1.951607  0.314
19 H -2.346399 1.098777 0.258162  0.222
20 H -3.862416 0.276157 0.754986  0.329

Atoms 1-6, force components in eV/Å:
Sm 0.533 -1.275 2.704
Sc -0.280 -0.413 1.500
Cl 0.661 -1.060 -0.834
Cl -0.371 1.622 -0.089
C 1.674 -6.077 -5.347
C -0.990 7.777 -1.939

***

No. 3
Formula: C5H13N2
Source: the OMol25 dataset
Level of theory: ωB97M-V/def2-TZVPD

As for the total charge: +1. The value obtained for the lowest unoccupied orbital energy is -0.1051 Ha. The energy above the lowest of the compared OMol25 structures with the same formula, charge and spin comes out at 311.0 kJ/mol. The calculation puts the total energy at -8367.5869 eV.

Last column: natural (NBO) charge in e.
CARTESIAN COORDINATES (ANGSTROEM)
1 C -2.244046 0.056392 -0.128556  0.387
2 C 2.584499 0.018202 0.988509  -0.691
3 C 1.003887 1.349533 -0.325115  -0.588
4 C -0.964826 -2.018575 -0.506086  -0.412
5 C 2.075499 0.585161 -0.317528  -0.041
6 N -2.419591 1.294573 0.145457  -0.714
7 N -1.106142 -0.518216 -0.339869  -0.550
8 H -3.234693 -0.415696 -0.113480  0.216
9 H 2.968128 -1.025591 0.784714  0.251
10 H 3.522580 0.442229 1.079991  0.251
11 H 2.022199 0.274028 1.923110  0.237
12 H -1.893898 -2.530894 -0.977277  0.230
13 H 0.735313 1.679351 -1.293045  0.241
14 H 0.790504 1.714845 0.649497  0.216
15 H -0.128334 -2.024555 -1.213734  0.227
16 H -0.864074 -2.602187 0.335512  0.224
17 H 2.271974 0.256900 -1.322846  0.218
18 H -3.364594 1.558514 0.445453  0.435
19 H -1.597174 1.808187 0.459702  0.418
20 H -0.157213 0.097808 -0.274413  0.444

Atoms 1-6, force components in eV/Å:
C -1.046 -2.060 -0.108
C 0.227 -1.225 -1.594
C 1.073 0.641 0.202
C -1.584 1.581 -3.609
C -1.180 -1.543 0.999
N 0.073 2.710 1.201

***

No. 4
Formula: C2H4ClNO2
Source: the OMol25 dataset
Level of theory: ωB97M-V/def2-TZVPD

The structure (SMILES) is O/C=N\Cl.C=O. As for the total charge: 0. The value obtained for the lowest unoccupied orbital energy is 0.0201 Ha. The energy above the lowest of the compared OMol25 structures with the same formula, charge and spin comes out at 225.4 kJ/mol. The calculation puts the total energy at -20243.8868 eV.

Last column: natural (NBO) charge in e.
CARTESIAN COORDINATES (ANGSTROEM)
1 C 1.200307 -1.311405 -0.229344  0.397
2 C -1.897045 1.238198 -0.265145  0.293
3 N 1.620042 -0.222103 -0.723222  -0.482
4 O 0.940220 -1.631906 1.014668  -0.635
5 O -2.117556 0.075384 -0.145144  -0.494
6 Cl 1.812100 1.056479 0.432812  0.049
7 H 0.784208 -2.123494 -0.760284  0.190
8 H -2.536044 2.135138 -0.211192  0.109
9 H -0.859673 1.598135 -0.608681  0.090
10 H 1.053440 -0.814427 1.495528  0.483

Atoms 1-6, force components in eV/Å:
C -0.811 0.110 0.428
C 2.556 1.362 -1.481
N -0.068 0.108 -0.729
O 0.041 0.165 0.985
O -0.795 -0.228 0.459
Cl 0.182 -0.347 0.121

***

No. 5
Formula: H2N2O3S2
Source: the OMol25 dataset
Level of theory: ωB97M-V/def2-TZVPD

As for the expectation value of S²: 2.02. As for the total charge: -2. Its spin multiplicity is 3. The value obtained for the lowest unoccupied orbital energy (alpha / beta) is 0.1617 / 0.0749 Ha. The energy above the lowest of the compared OMol25 structures with the same formula, charge and spin comes out at 0.0 kJ/mol. The calculation puts the total energy at -30819.8936 eV.

Last column: natural (NBO) charge in e.
CARTESIAN COORDINATES (ANGSTROEM)
1 N 1.260172 -4.069656 2.875910  0.050
2 N -0.732469 -3.295151 1.668040  0.277
3 O 1.779759 -5.153544 3.060826  -0.506
4 O -0.141119 -2.247869 1.412810  -0.438
5 O -0.087892 -4.259351 2.304895  -0.306
6 S 0.393471 -3.510828 5.798947  -0.190
7 S -0.880740 13.422429 -11.381305  -1.075
8 H 0.506196 -4.740987 5.330197  0.113
9 H -2.097378 13.854957 -11.070320  0.075

Atoms 1-6, force components in eV/Å:
N 1.342 2.438 0.565
N 0.347 1.170 -0.418
O 0.058 -1.401 0.085
O -0.269 -1.567 0.685
O -1.555 -0.644 -0.778
S -0.010 0.504 0.104

***

No. 6
Formula: C29H25ClNdP
Source: the OMol25 dataset
Level of theory: ωB97M-V/def2-TZVPD

As for the expectation value of S²: 3.75. As for the total charge: 0. Its spin multiplicity is 4. The value obtained for the lowest unoccupied orbital energy (alpha / beta) is -0.0031 / -0.0012 Ha. The calculation puts the total energy at -67567.3089 eV.

Last column: Löwdin charge in e.
CARTESIAN COORDINATES (ANGSTROEM)
1 C -0.819742 -2.086980 3.431401  -0.237
2 C -0.734099 -2.691561 2.139625  -0.231
3 C 0.646734 -2.744196 1.763564  -0.234
4 H -1.564773 -3.115346 1.572270  0.093
5 C 1.415284 -2.195813 2.839139  -0.269
6 C 0.510470 -1.782928 3.865802  -0.253
7 H 0.793864 -1.324854 4.813847  0.109
8 H -1.732394 -1.894131 3.998491  0.100
9 H 1.062949 -3.226917 0.877777  0.103
10 H 2.501039 -2.155904 2.896136  0.096
11 Nd 0.122351 -0.135492 1.954758  1.324
12 Cl 2.513092 0.679948 1.687276  -0.159
13 P 0.316681 -0.164001 -1.112463  0.989
14 C 1.418169 -1.260509 -2.079764  -0.376
15 C 0.982803 -1.943329 -3.227299  -0.081
16 H -0.070369 -1.915977 -3.512853  0.104
17 C 1.900523 -2.646228 -4.013872  -0.077
18 H 1.552248 -3.144181 -4.919660  0.105
19 C 3.247662 -2.700072 -3.643854  -0.080
20 H 3.962186 -3.244908 -4.264030  0.105
21 C 3.677445 -2.053052 -2.477271  -0.075
22 H 4.729518 -2.089354 -2.190088  0.108
23 C 2.769312 -1.355335 -1.681770  -0.093
24 H 3.091052 -0.866912 -0.757589  0.073
25 C -1.319439 -0.606687 -1.813384  -0.389
26 C -1.948499 -1.771091 -1.323288  -0.105
27 H -1.468592 -2.361126 -0.535623  0.081
28 C -3.170927 -2.173103 -1.856823  -0.077
29 H -3.659717 -3.067927 -1.467917  0.108
30 C -3.765342 -1.438706 -2.893198  -0.079
31 H -4.717368 -1.764098 -3.316075  0.105
32 C -3.135332 -0.293195 -3.388146  -0.073
33 H -3.576455 0.273293 -4.209141  0.107
34 C -1.926128 0.140047 -2.833660  -0.078
35 H -1.447508 1.048939 -3.203667  0.105
36 C 0.649173 1.472676 -1.880040  -0.376
37 C 1.365393 1.608900 -3.079403  -0.074
38 H 1.808785 0.731508 -3.553895  0.105
39 C 1.500816 2.866483 -3.677459  -0.072
40 H 2.026928 2.949582 -4.629449  0.107
41 C 0.965247 3.999670 -3.058468  -0.078
42 H 1.077723 4.980734 -3.523514  0.106
43 C 0.287330 3.873854 -1.838430  -0.077
44 H -0.126114 4.757868 -1.349977  0.108
45 C 0.130513 2.622905 -1.243202  -0.102
46 H -0.400763 2.529863 -0.289338  0.095
47 C -1.343957 3.124181 5.998377  -0.119
48 C -1.521622 1.756128 6.242213  -0.102
49 C -1.180838 0.808862 5.244921  -0.171
50 C -0.636306 1.256779 4.058675  -0.302
51 C -0.413357 2.597884 3.805191  -0.196
52 C -0.798318 3.552267 4.784136  -0.108
53 H -1.635199 3.853746 6.758854  0.095
54 H -1.930089 1.412423 7.196629  0.092
55 H -1.368533 -0.247871 5.453302  0.067
56 H 0.051199 2.943893 2.872321  0.062
57 H -0.664707 4.619363 4.589888  0.091

Atoms 1-6, force components in eV/Å:
C 0.510 -0.495 -0.155
C 0.457 0.067 0.517
C -0.009 -0.086 0.723
H 0.253 0.295 0.194
C -0.635 -0.706 0.294
C 0.011 -0.817 -0.274

***

No. 7
Formula: C3H5NS2
Source: the OMol25 dataset
Level of theory: ωB97M-V/def2-TZVPD

The structure (SMILES) is CC(=S)NC=S. As for the total charge: 0. The value obtained for the lowest unoccupied orbital energy is -0.0239 Ha. The energy above the lowest of the compared OMol25 structures with the same formula, charge and spin comes out at 90.0 kJ/mol. The calculation puts the total energy at -26351.8005 eV.

Last column: natural (NBO) charge in e.
CARTESIAN COORDINATES (ANGSTROEM)
1 C -1.949307 0.507567 -1.557029  -0.666
2 C -0.761762 0.127317 -0.714839  0.109
3 C 0.327948 0.935938 1.319534  -0.114
4 H -2.694426 -0.303086 -1.530672  0.251
5 H -1.663829 0.648339 -2.570110  0.249
6 H -2.401844 1.466803 -1.194749  0.185
7 H -1.283012 1.677523 0.451926  0.404
8 H 0.151679 1.718976 2.070706  0.196
9 N -0.642998 0.931383 0.364580  -0.593
10 S 0.120776 -1.201512 -1.225839  -0.043
11 S 1.547421 -0.120561 1.596767  0.022

Atoms 1-6, force components in eV/Å:
C -0.940 0.637 1.079
C -0.101 -1.705 -1.725
C 0.885 -0.730 1.493
H 0.218 0.391 0.054
H 0.325 0.038 -0.865
H 0.078 -0.773 -0.331